Run a
The molecule C10H12. Source: the OMol25 dataset; level of theory: ωB97M-V with the def2-TZVPD basis set.

Properties
LUMO	0.053	eV
SMILES	C1=CCCC=C=CCCC=1

Each line ends with the Mulliken charge.
Cartesian coordinates (Å):
1 C 1.45325 -0.66753 0.17409  0.06
2 C 1.72806 -0.25301 1.40721  -0.48
3 C 0.72316 0.23871 2.43071  -0.50
4 C -0.75972 -0.07613 2.05634  -0.82
5 C -1.39270 0.94110 1.13451  -0.28
6 C -1.37077 0.86011 -0.15530  0.33
7 C -1.38621 0.91922 -1.47027  -0.84
8 C -0.85987 -0.22448 -2.32424  -0.54
9 C 0.66695 -0.28066 -2.17084  -0.73
10 C 1.12557 -1.15859 -1.01712  -0.46
11 H 2.79572 -0.32226 1.64296  0.33
12 H 0.91519 1.28736 2.62860  0.32
13 H 0.91706 -0.29261 3.35630  0.35
14 H -0.86220 -1.07229 1.53372  0.36
15 H -1.32297 -0.14833 2.98363  0.39
16 H -1.91491 1.75808 1.59924  0.34
17 H -1.69228 1.83911 -1.92912  0.34
18 H -1.33294 -1.18909 -2.07881  0.34
19 H -1.01479 0.05032 -3.38161  0.28
20 H 1.06277 0.72221 -2.11648  0.43
21 H 1.07857 -0.73289 -3.07124  0.38
22 H 1.44309 -2.19834 -1.23227  0.38

***

Run b
The molecule C10H12. Source: the OMol25 dataset; level of theory: ωB97M-V with the def2-TZVPD basis set.

Properties
LUMO	1.084	eV
SMILES	C1=C[C@@H]2[C@H](C1)[C@@H]1C=C[C@H]2C1

Each line ends with the Mulliken charge.
Cartesian coordinates (Å):
1 C 1.82016 -1.32094 -0.46242  -0.57
2 C 0.57763 -1.63826 -0.91286  -0.72
3 C -0.22205 -0.45420 -1.15352  0.06
4 C 0.60804 0.74634 -0.64534  -0.53
5 C 1.95220 0.16165 -0.24701  -0.80
6 C -0.32855 1.39301 0.58760  -0.13
7 C -0.29128 0.44453 1.75731  -0.82
8 C -0.88556 -0.67690 1.35043  -0.44
9 C -1.41858 -0.44308 -0.06873  -0.09
10 C -1.74144 1.14257 0.04265  -0.72
11 H 2.60718 -1.91642 -0.11870  0.49
12 H 0.31100 -2.60235 -1.45046  0.31
13 H -0.71556 -0.37890 -2.18937  0.48
14 H 0.69547 1.57700 -1.33197  0.64
15 H 2.14897 0.23214 0.84418  0.29
16 H 2.66080 0.60252 -0.85960  0.39
17 H 0.02162 2.48439 0.69959  0.36
18 H 0.15633 0.57220 2.74588  0.45
19 H -1.15683 -1.59397 2.00455  0.29
20 H -2.15634 -1.23529 -0.45123  0.42
21 H -2.09927 1.61078 -0.91852  0.31
22 H -2.54394 1.29317 0.77752  0.33

***

Consider the structures shown above. The least stable of them is run a.